79
Properties=species:S:1:pos:R:3:forces:R:3:mulliken_charge:R:1 method="wB97M-V/def2-TZVPD" total_charge=-1 e_homo_ev=-3.9 orbital_gap_ev=5.9
C 2.956 6.646 5.144 0.0878 0.0583 0.0840 0.090
C 2.289 6.249 4.233 -0.3133 -0.0146 -0.3183 -0.361
C 1.475 5.757 3.121 0.1264 -0.2216 0.0524 -1.178
C 0.493 4.621 3.523 -0.0792 0.2457 0.0412 0.846
C -0.975 5.059 3.652 0.0785 -0.0133 -0.0341 -0.960
Ga -2.012 4.238 5.215 -0.0635 -0.0406 -0.0068 -0.117
C -3.736 5.306 5.437 0.3138 0.0639 0.0530 -0.542
N -3.450 6.749 5.744 -0.0015 -0.0295 -0.0791 -0.822
C -2.365 2.222 4.966 -0.1127 0.0967 0.0446 -0.192
O -1.515 1.281 5.662 -0.0494 -0.1358 -0.0440 -0.504
C -0.151 1.573 5.524 0.0682 -0.1811 0.0234 0.450
C 0.639 0.290 5.715 0.2575 0.1035 0.0450 -1.348
H 3.534 7.005 5.951 0.1338 0.0632 0.2221 0.418
H 2.169 5.403 2.353 -0.0140 0.0541 -0.0722 0.323
H 0.910 6.588 2.699 0.0219 0.0251 -0.0719 0.393
H 0.846 4.200 4.467 0.0847 -0.0575 -0.0352 0.210
H 0.581 3.838 2.765 -0.0224 -0.1287 0.0756 -0.794
H -1.007 6.146 3.802 -0.0077 0.0052 0.0902 0.516
H -1.494 4.883 2.702 -0.0181 0.0141 -0.0263 0.394
H -1.146 4.495 6.566 0.0300 0.0263 -0.0064 -0.331
H -4.330 4.916 6.268 -0.1351 -0.0485 -0.0578 0.287
H -4.373 5.288 4.549 -0.1128 -0.0414 0.0285 0.359
H -3.126 7.182 4.885 -0.0136 0.0246 -0.0184 0.267
H -2.627 6.774 6.341 -0.0215 -0.0029 0.0674 0.277
H -2.384 1.913 3.908 -0.0272 0.0990 -0.0643 0.076
H -3.369 2.023 5.352 -0.0228 -0.0540 -0.0090 0.367
H 0.170 2.320 6.260 -0.1058 0.0791 -0.0184 0.348
H 0.041 1.997 4.531 0.0828 0.0295 0.0125 -0.276
H 0.674 -0.320 4.812 -0.1188 -0.0613 -0.0123 0.186
H 1.670 0.523 5.993 0.0304 -0.0388 -0.0247 0.362
H 0.197 -0.303 6.515 -0.0327 0.0114 0.0449 0.355
C -1.451 -1.168 2.327 -0.1175 0.0372 0.1208 -0.703
O -1.322 -0.051 1.473 0.1416 -0.1596 -0.1584 -0.439
C -0.290 0.850 1.859 -0.1153 0.2101 0.1055 -0.139
C 0.785 0.923 0.802 0.0090 -0.0815 -0.0756 -0.167
N 1.514 -0.334 0.704 -0.1104 -0.0303 -0.0741 -0.304
C 2.453 -0.415 -0.402 0.0476 -0.0203 0.0905 -0.797
C 1.903 -0.334 -1.821 0.0862 0.0327 -0.0986 -0.629
O 1.104 -1.442 -2.196 -0.1252 0.0350 0.0301 -0.246
C -0.268 -1.347 -1.835 0.0125 -0.0987 -0.0264 -0.756
H -2.335 -1.717 2.004 0.0011 -0.0090 -0.0104 0.275
H -0.581 -1.836 2.275 0.0209 0.0431 -0.0011 0.293
H -1.589 -0.856 3.367 -0.0073 -0.0025 0.0128 0.274
H 0.131 0.553 2.821 0.0614 -0.0140 -0.0185 -0.150
H -0.736 1.841 1.984 -0.0111 -0.0087 0.0402 0.202
H 1.488 1.718 1.070 0.0102 0.0084 -0.0079 0.498
H 0.301 1.212 -0.142 0.0228 0.0547 0.0121 0.124
H 0.848 -1.094 0.638 0.0084 0.0085 0.0321 0.135
H 2.997 -1.360 -0.314 0.0125 0.0082 0.0034 0.388
H 3.189 0.388 -0.283 0.0069 0.0088 -0.0058 0.414
H 2.756 -0.333 -2.506 -0.0194 -0.0040 -0.0142 0.378
H 1.349 0.597 -1.994 -0.0127 -0.0044 0.0529 0.373
H -0.611 -0.310 -1.837 0.0094 0.0157 0.0192 0.360
H -0.460 -1.776 -0.848 -0.0189 0.0808 0.0217 0.304
H -0.845 -1.910 -2.568 0.0112 0.0164 -0.0284 0.248
C -0.227 -5.242 -9.246 -0.0091 -0.0193 -0.0330 -0.721
O 0.071 -6.139 -8.200 -0.0561 0.0346 0.0488 -0.358
C 1.438 -6.162 -7.808 0.0849 -0.0266 -0.0765 -0.797
C 1.618 -5.603 -6.416 -0.0416 0.0455 0.0554 -0.156
N 1.342 -4.177 -6.381 -0.1102 -0.0448 -0.0355 -0.275
C 1.360 -3.581 -5.049 0.0617 0.0678 -0.0835 -0.745
C 0.337 -4.063 -4.033 0.0630 -0.0755 0.1377 -0.336
O -1.000 -3.722 -4.357 -0.0437 0.0287 -0.0497 -0.376
C -1.682 -4.630 -5.193 -0.0375 0.0100 0.0307 -0.600
H -1.266 -5.408 -9.524 -0.0071 0.0057 0.0025 0.244
H -0.104 -4.195 -8.949 0.0360 -0.0095 0.0050 0.300
H 0.405 -5.427 -10.122 -0.0050 0.0013 -0.0152 0.348
H 2.043 -5.596 -8.524 0.0228 0.0156 0.0314 0.419
H 1.772 -7.203 -7.822 -0.0214 -0.0034 -0.0251 0.392
H 2.657 -5.765 -6.110 0.0002 -0.0031 0.0312 0.335
H 0.981 -6.188 -5.737 0.0344 -0.0209 0.0007 0.181
H 0.439 -4.007 -6.807 0.0125 0.0102 0.0207 0.143
H 1.224 -2.503 -5.162 0.0214 0.0058 0.0185 0.327
H 2.356 -3.728 -4.620 0.0081 -0.0071 0.0039 0.375
H 0.562 -3.558 -3.096 0.0095 -0.0184 0.0201 0.196
H 0.410 -5.143 -3.846 -0.0065 -0.0043 -0.0915 0.323
H -1.358 -5.660 -5.013 -0.0097 -0.0154 -0.0082 0.280
H -1.547 -4.407 -6.257 0.0256 -0.0334 0.0059 0.178
H -2.745 -4.552 -4.964 0.0004 0.0000 -0.0019 0.286

---

18
Properties=species:S:1:pos:R:3:forces:R:3:nbo_charge:R:1 method="wB97M-V/def2-TZVPD" e_homo_ev=-8.3 orbital_gap_ev=9.1
C -1.740 -0.535 -0.009 0.2342 -0.0430 -0.4500 -0.631
C -0.683 0.384 -0.734 0.2404 0.6757 -0.6770 -0.541
C 0.461 0.704 0.239 0.0185 0.2036 -0.3780 -0.060
C 0.203 0.943 1.739 -0.0958 -0.0795 -0.1802 -0.629
N 1.323 -0.491 0.068 0.0010 -0.2912 -0.4019 -0.595
C 1.368 -1.133 -1.113 1.6042 -0.3078 -0.2912 0.556
O 1.287 -0.644 -2.254 0.1784 -0.3823 0.7182 -0.625
H -1.325 -1.435 0.476 0.1338 0.2113 -0.3414 0.188
H -2.285 -0.013 0.811 0.4815 0.0420 -0.5369 0.198
H -2.520 -0.882 -0.691 0.1422 0.0051 -0.0772 0.216
H 0.186 0.160 -1.923 -3.0892 0.1981 2.9185 0.341
H -1.217 1.280 -1.032 -0.0461 0.4132 0.2097 0.198
H 0.990 1.582 -0.142 0.1512 -0.0685 0.0077 0.200
H -0.488 1.784 1.859 0.0920 -0.1460 -0.0796 0.228
H -0.247 0.075 2.237 0.0606 0.1067 -0.1767 0.208
H 1.124 1.204 2.284 -0.1711 -0.1236 -0.3004 0.213
H 1.587 -1.036 0.881 -0.3407 0.0227 -0.1987 0.402
H 1.535 -2.201 -1.044 0.4049 -0.4365 0.2350 0.136

---

58
Properties=species:S:1:pos:R:3:forces:R:3:lowdin_spin:R:1 method="wB97M-V/def2-TZVPD" e_homo_ev="-11.6 / -11.6" multiplicity=4 s2=3.7780 orbital_gap_ev="6.9 / 8.4"
Cr -0.097 -0.152 -0.010 0.6883 0.1763 -0.3812 2.813
N -0.431 -1.412 -1.457 -0.9918 -3.7669 -2.0854 0.041
S -0.213 -1.578 -3.038 4.6089 3.2373 -5.9177 0.009
O -1.412 -1.729 -3.795 0.2390 0.3380 0.8058 0.009
O 0.961 -2.321 -3.443 -1.8458 0.3082 1.2683 0.008
F 0.318 -0.095 -3.317 -0.9371 -0.1057 0.5412 0.002
S -1.014 -3.056 -1.467 -2.7663 -6.8014 4.8869 0.005
O -0.022 -4.165 -1.524 -1.9164 3.6755 -0.7433 0.009
O -2.391 -3.352 -1.938 3.7676 1.7669 0.6796 -0.005
F -1.262 -3.043 0.132 0.8099 0.2668 -0.9269 0.002
N -0.817 -0.241 1.766 -3.1366 -1.8913 3.8544 0.044
S -2.020 -1.211 2.559 -2.7939 -4.9326 -0.1547 0.003
O -3.135 -0.543 3.225 2.8605 -0.2551 -0.9675 0.003
O -1.534 -2.491 3.061 -0.0301 3.0025 -0.4386 -0.003
F -2.616 -1.609 1.206 -1.3094 0.1980 -1.0647 0.001
S -0.709 0.672 3.051 3.4306 8.1374 1.5644 0.010
O -0.385 0.101 4.337 -0.6995 -0.4150 -2.0878 0.007
O -1.462 1.909 2.975 -0.1709 -2.5394 0.5155 0.008
F 0.674 1.255 2.445 0.9543 -0.3065 0.8061 0.009
C 0.078 3.675 -1.970 1.2302 0.2994 1.3012 0.002
F -0.474 2.577 -2.485 0.1909 1.0368 -0.8312 0.000
F 1.130 4.169 -2.648 -1.8162 -0.8109 0.2539 0.000
F -0.816 4.659 -1.776 0.6513 -1.1736 -0.3600 0.001
S 0.659 3.086 -0.206 -4.3241 0.6197 1.9401 0.006
O 1.627 4.027 0.238 0.6744 -0.7311 -0.2198 0.005
O -0.567 3.021 0.606 1.8450 -0.5242 -1.8344 0.005
N 1.121 1.349 -0.428 -0.8366 3.9032 0.2408 0.009
S 2.608 1.516 -0.975 5.7427 -4.5120 -2.3625 0.008
O 2.939 0.221 -1.658 -1.1426 2.6236 1.9396 0.000
O 3.014 2.702 -1.704 -1.4742 -0.9598 1.1164 -0.010
C 3.813 1.519 0.627 -0.4334 1.7974 -2.9251 0.003
F 3.884 2.724 1.171 -0.2043 -0.4754 0.2085 0.000
F 3.321 0.658 1.494 1.0908 -0.1504 0.2568 0.000
F 5.042 1.288 0.078 -1.4714 -0.8143 1.3010 0.001
C -3.473 2.730 -0.561 0.2357 -1.0499 1.5843 -0.001
C -3.083 1.213 -0.224 -3.8627 1.0867 -0.9088 0.000
C -4.146 0.192 -0.827 0.9761 0.5953 0.5659 0.000
O -1.867 0.899 -0.866 1.7404 -0.5968 0.9185 -0.001
H -3.004 3.309 0.235 0.3355 0.2939 -0.4106 0.000
H -4.534 2.918 -0.396 -0.1493 -0.4008 -0.2503 0.000
H -3.193 3.109 -1.544 0.1427 -0.3561 0.0017 0.000
H -3.083 1.112 0.862 0.6576 -0.0998 -0.1660 0.000
H -5.136 0.333 -0.393 0.1453 -0.0901 0.0742 0.000
H -3.782 -0.826 -0.692 -0.2309 -0.0399 0.3414 0.000
H -4.240 0.282 -1.909 0.0135 0.4761 -0.1935 0.000
H -2.217 0.805 -1.755 0.9469 -0.4447 -0.8085 0.000
C 3.819 -2.097 0.446 -0.5116 -1.7433 0.0409 -0.001
C 2.296 -2.465 0.614 3.1447 -1.7134 0.7499 -0.001
C 1.986 -3.306 1.802 -0.1023 -1.8453 0.8778 0.000
O 1.632 -1.289 0.897 -3.1103 3.0504 -1.7690 -0.002
H 4.395 -3.022 0.499 -0.1261 -0.3940 -0.5890 0.000
H 4.273 -1.627 1.319 -0.5768 0.7450 -0.0053 0.000
H 4.025 -1.605 -0.504 -0.0401 0.1868 0.3168 0.000
H 1.939 -3.115 -0.184 -0.3703 1.2556 -0.8332 0.000
H 2.422 -2.991 2.750 0.1667 0.2484 -0.0122 0.000
H 2.261 -4.347 1.636 0.4027 -0.0303 0.0495 0.000
H 0.906 -3.376 1.936 -0.1302 0.2898 0.0158 0.000
H 1.991 -0.965 1.726 -0.1806 0.3551 0.2301 0.000